--- 1 ---
2 unconnected molecules or ions with the total composition CHNO, computed with ωB97M-V/def2-TZVPD.

Computed properties:
HOMO-LUMO gap (alpha / beta): 10.192 / 10.178 eV
Total charge: 0

Last column: natural (NBO) charge in e.
Cartesian coordinates (Å):
1 C 2.860 -0.003 0.311  0.50
2 N -2.600 0.109 -0.011  -0.20
3 O 1.825 -0.415 0.502  -0.50
4 H -2.085 0.309 -0.802  0.20

--- 2 ---
A single CHNO molecule, computed with ωB97M-V/def2-TZVPD.

Computed properties:
HOMO-LUMO gap: 11.994 eV
Total charge: 0

Last column: natural (NBO) charge in e.
Cartesian coordinates (Å):
1 C -0.338 -0.297 -1.638  0.23
2 N -0.161 -0.150 -0.494  -0.26
3 O -0.027 -0.146 0.908  -0.48
4 H 0.526 0.593 1.224  0.50

Which of them is the most stable? Correct choice: 2.

--- 1 ---
A molecular structure, C2H2N3O, computed with ωB97M-V/def2-TZVPD.

Computed properties:
HOMO-LUMO gap: 10.008 eV
Total charge: +1

Last column: natural (NBO) charge in e.
Cartesian coordinates (Å):
1 C -0.853 1.141 -0.001  0.29
2 C -1.656 -0.403 0.325  0.72
3 N -2.145 0.891 -0.063  -0.27
4 N 0.067 -1.187 0.054  -0.09
5 N -0.365 -0.018 0.798  -0.22
6 O -1.259 -1.448 -0.309  -0.19
7 H -0.352 2.052 -0.414  0.31
8 H 0.526 -2.043 0.599  0.45

--- 2 ---
2 unconnected molecules or ions with the total composition C2H2N3O, computed with ωB97M-V/def2-TZVPD.

Computed properties:
HOMO-LUMO gap: 9.486 eV
Total charge: +1

Last column: natural (NBO) charge in e.
Cartesian coordinates (Å):
1 C -0.569 0.989 0.170  0.18
2 C 2.122 -0.534 0.021  0.46
3 N -1.092 -0.151 0.352  -0.24
4 N -1.269 -1.345 0.014  0.26
5 N -1.532 -2.313 -0.535  0.30
6 O 2.875 0.237 -0.375  -0.46
7 H 0.317 1.157 -0.398  0.22
8 H -0.852 1.959 0.750  0.27

Which of them is the most stable? Correct choice: 2.

--- 1 ---
A molecular structure, C8H11NO, computed with ωB97M-V/def2-TZVPD.

Computed properties:
HOMO-LUMO gap: 8.587 eV
Total charge: 0

Last column: natural (NBO) charge in e.
Cartesian coordinates (Å):
1 C -3.063 0.833 -1.041  -0.65
2 C -1.881 0.404 -0.141  -0.09
3 C 0.389 0.354 -0.201  0.23
4 C 1.098 1.235 0.556  -0.26
5 C 2.191 1.059 1.309  -0.26
6 C 2.797 -0.253 1.293  -0.18
7 C 2.079 -1.275 0.601  -0.32
8 C 0.865 -1.025 -0.124  0.14
9 H -2.952 1.183 -2.264  0.26
10 H -3.873 1.512 -0.527  0.24
11 H -3.664 -0.357 -1.405  0.19
12 H -1.797 -0.557 0.246  0.19
13 H -1.856 1.045 0.823  0.18
14 H 0.742 2.419 0.885  0.22
15 H 3.037 1.953 1.782  0.22
16 H 3.796 -0.534 2.079  0.22
17 H 2.526 -2.180 0.889  0.22
18 H -0.609 -1.743 -1.658  0.39
19 H 0.621 -2.655 -1.334  0.38
20 N 0.219 -1.955 -0.866  -0.81
21 O -0.663 0.537 -0.901  -0.51

--- 2 ---
A molecular structure, C8H11NO, computed with ωB97M-V/def2-TZVPD.

Computed properties:
HOMO-LUMO gap: 9.666 eV
Total charge: 0

Last column: natural (NBO) charge in e.
Cartesian coordinates (Å):
1 C -1.373 0.874 0.705  -0.24
2 C -2.137 1.378 -0.241  -0.21
3 C -3.222 0.604 -0.796  -0.21
4 C -3.283 -0.687 -0.509  -0.22
5 C -2.307 -1.251 0.404  -0.20
6 C -1.450 -0.492 1.136  -0.25
7 C 2.869 -0.071 -0.031  0.64
8 C 4.331 0.045 -0.514  -0.70
9 H -0.272 1.301 0.986  0.24
10 H -1.915 2.391 -0.725  0.22
11 H -4.048 1.084 -1.223  0.21
12 H -4.075 -1.338 -0.900  0.22
13 H -2.378 -2.389 0.556  0.20
14 H -0.913 -1.191 1.840  0.24
15 H 1.009 -0.596 -0.612  0.41
16 H 2.261 -1.376 -1.862  0.42
17 H 4.678 1.086 -0.598  0.25
18 H 4.375 -0.520 -1.562  0.19
19 H 5.166 -0.360 0.164  0.25
20 N 1.947 -0.479 -0.951  -0.82
21 O 2.738 0.359 1.209  -0.63

Which of them is the most stable? Correct choice: 2.